Here is 4 unconnected molecules or ions with the total composition C25H26BrFNO15P in a non-equilibrium geometry from the Open Molecules 2025 dataset. Energies are from ωB97M-V with the def2-TZVPD basis set.

```
70
C25H26BrFNO15P, DFT ωB97M-V with the def2-TZVPD basis set
C 2.743 -2.921 -2.195
O 1.766 -3.439 -3.102
C 0.438 -3.365 -2.594
P -0.412 -1.821 -3.376
C -2.105 -2.531 -2.978
C -3.131 -1.551 -2.390
C -4.413 -2.389 -2.046
Br -2.514 -0.822 -0.656
C -1.141 -0.311 -4.343
O -1.950 -0.504 -5.164
N -0.717 1.104 -4.111
C -0.941 1.553 -2.802
O -0.170 1.481 -1.953
F -2.129 2.087 -2.567
H 3.195 -3.789 -1.673
H 3.580 -2.440 -2.727
H 2.267 -2.220 -1.495
H -0.098 -4.272 -2.934
H 0.401 -3.309 -1.488
H 0.190 -2.239 -4.609
H 0.397 -1.014 -2.526
H -2.479 -3.079 -3.858
H -1.941 -3.303 -2.206
H -3.466 -0.767 -3.079
H -4.181 -2.892 -1.091
H -4.584 -3.195 -2.775
H -5.290 -1.759 -1.853
H 0.260 1.244 -4.353
C 0.911 4.302 -0.585
C 1.001 4.887 -1.784
C 1.677 6.210 -1.965
O 1.746 6.689 -3.081
C 2.221 6.871 -0.782
C 2.129 6.288 0.418
C 1.477 4.951 0.593
O 1.438 4.458 1.705
O 2.616 6.864 1.527
O 0.493 4.324 -2.889
H 0.428 3.345 -0.445
H 2.692 7.834 -0.921
H 2.423 6.240 2.259
H 0.692 4.946 -3.616
C 4.875 3.735 4.945
C 5.567 2.593 4.874
C 6.112 2.084 3.574
O 6.750 1.048 3.569
C 5.844 2.859 2.367
C 5.150 3.999 2.437
C 4.628 4.520 3.742
O 4.015 5.573 3.751
O 4.887 4.735 1.351
O 5.812 1.845 5.954
H 4.478 4.113 5.877
H 6.228 2.473 1.433
H 4.379 5.510 1.667
H 6.328 1.079 5.634
C -5.962 -5.867 1.451
C -5.943 -6.666 2.525
C -5.024 -6.407 3.680
O -5.061 -7.154 4.639
C -4.120 -5.265 3.595
C -4.136 -4.469 2.520
C -5.075 -4.713 1.378
O -5.060 -3.946 0.432
O -3.320 -3.415 2.408
O -6.739 -7.733 2.627
H -6.622 -6.042 0.613
H -3.449 -5.098 4.426
H -3.528 -3.003 1.545
H -6.532 -8.136 3.493
```

Its gap between HOMO and LUMO is 6.554 eV. As for the HOMO energy: -8.24 eV. For the total energy, the calculation gives -5166.7103 Eh. Its structure (SMILES) is COC[PH2](C[C@@H](C)Br)C(=O)NC(=O)F.O=C1C=C(O)C(=O)C=C1O.O=C1C=C(O)C(=O)C=C1O.O=C1C=C(O)C(=O)C=C1O. The calculation puts the max |F| at 4.444 eV/A.

Atom charges from the Mulliken analysis, given in e for atoms 1 to 4:
1 C -0.64
2 O -0.38
3 C -0.97
4 P 0.74

Here is a molecular structure, C29H29N3O2PReS in a non-equilibrium geometry from the Open Molecules 2025 dataset. Energies are from ωB97M-V with the def2-TZVPD basis set.

```
66
C29H29N3O2PReS, DFT ωB97M-V with the def2-TZVPD basis set
Re 0.692 0.644 1.437
C -5.638 -1.279 -3.039
C -5.682 -0.651 -1.805
C -4.517 -0.189 -1.223
C -3.291 -0.357 -1.863
C -3.254 -0.982 -3.104
C -4.424 -1.443 -3.684
P -1.830 0.255 -0.931
C -0.533 0.302 -2.224
C -0.697 1.205 -3.275
C 0.317 1.404 -4.194
C 1.511 0.714 -4.068
C 1.679 -0.181 -3.026
C 0.667 -0.392 -2.106
C -1.384 -1.271 0.004
C -2.022 -2.485 -0.235
C -1.816 -3.566 0.601
C -0.991 -3.424 1.702
C -0.328 -2.230 1.918
C -0.478 -1.128 1.070
H -6.549 -1.631 -3.500
H -6.628 -0.532 -1.298
H -4.542 0.307 -0.262
H -2.310 -1.113 -3.615
H -4.393 -1.948 -4.638
H -1.624 1.760 -3.358
H 0.182 2.103 -5.007
H 2.317 0.877 -4.771
H 2.610 -0.719 -2.929
H 0.819 -1.070 -1.276
H -2.695 -2.580 -1.075
H -2.308 -4.505 0.397
H -0.855 -4.244 2.393
H 0.317 -2.151 2.780
O 2.221 0.901 0.026
N 2.296 2.016 -0.670
C 3.359 2.186 -1.476
C 3.555 3.351 -2.165
C 2.615 4.378 -2.048
C 1.506 4.177 -1.268
C 1.332 2.978 -0.568
S -0.018 2.703 0.439
H 4.041 1.353 -1.511
H 4.428 3.461 -2.787
H 2.758 5.311 -2.570
H 0.743 4.931 -1.160
C 4.292 -0.363 3.347
C 3.195 -0.928 2.434
C 3.128 -2.455 2.598
O 1.975 -0.357 2.762
H 5.252 -0.812 3.102
H 4.047 -0.572 4.386
H 4.364 0.713 3.221
H 3.450 -0.696 1.386
H 2.792 -2.695 3.606
H 4.107 -2.901 2.436
H 2.426 -2.874 1.883
N -0.038 0.245 4.256
C -0.928 0.430 5.241
C -2.013 1.073 4.686
C -1.696 1.233 3.336
N -0.491 0.725 3.097
H 0.887 -0.201 4.206
H -0.730 0.124 6.247
H -2.907 1.387 5.183
H -2.270 1.677 2.547
```

Its gap between HOMO and LUMO (spin up / spin down) is 6.214 / 6.212 eV. As for the HOMO energy (spin up / spin down): -6.46 / -6.46 eV. For the total energy, the calculation gives -2254.9709 Eh. The calculation puts the max |F| at 2.811 eV/A.

Atom charges from the Mulliken analysis, given in e for atoms 1 to 4:
1 Re 0.71
2 C -0.44
3 C -0.65
4 C -0.25